1.
Molecular formula: C10H22ClF8O6P2
Method: DFT, wB97M-V/def2-TZVPD

```
49
Properties=species:S:1:pos:R:3:mulliken_charge:R:1
O 2.67724 -3.69282 -0.69249 -0.376
P 3.74706 -3.49997 -1.87963 0.275
Cl 2.64846 -3.45354 -3.57492 -0.098
P 4.21910 -1.33397 -1.45450 0.376
O 4.76952 -1.37344 0.04465 -0.457
C 2.96896 -0.03996 -1.50911 -0.437
C 1.91461 -0.21057 -2.60376 -0.858
O 0.93043 -1.08580 -2.09080 0.241
C -0.28832 -1.00098 -2.79747 -1.314
C -1.29814 -2.02745 -2.29315 0.952
F -2.52594 -1.63003 -2.69418 -0.239
F -1.03223 -3.22022 -2.90033 -0.304
C -1.37521 -2.37797 -0.77342 0.357
F -0.23620 -2.97589 -0.36265 -0.176
F -2.36015 -3.29105 -0.68141 -0.314
C -1.75914 -1.24551 0.21864 0.610
F -2.05334 -1.85714 1.38880 -0.291
F -2.87246 -0.64129 -0.23838 -0.226
C -0.74646 -0.15100 0.60350 0.113
F -0.65812 0.79900 -0.36970 -0.309
F 0.50050 -0.67529 0.81038 -0.272
H 2.06290 -2.95819 -0.51950 0.390
H 5.30694 -0.93265 -2.23254 0.163
H 4.66693 -2.23476 0.48317 0.375
H 2.47961 0.03573 -0.53532 0.125
H 3.49891 0.90781 -1.66605 0.540
H 1.49419 0.77157 -2.84611 0.401
H 2.34652 -0.60510 -3.53425 0.467
H -0.13360 -1.23361 -3.86008 0.536
H -0.73212 -0.00081 -2.74890 0.441
H -1.08134 0.32652 1.52461 0.332
C -0.17655 2.43921 3.69442 -0.618
O -0.63862 2.22436 2.34920 -0.461
H -0.87569 1.94608 4.36297 0.302
H 0.81653 2.00426 3.83398 0.268
H -0.14485 3.49727 3.93729 0.256
H -0.02286 2.67109 1.76189 0.246
C 1.60806 5.13061 5.86744 -0.557
O 0.37298 4.44454 6.05007 -0.489
H 2.28210 4.44743 5.35514 0.206
H 1.48241 6.02732 5.25530 0.281
H 2.05563 5.41062 6.82322 0.290
H -0.22865 5.04024 6.50532 0.286
C -5.78676 -0.52371 -2.90610 -0.519
O -5.54794 -1.63393 -2.05147 -0.522
H -6.76195 -0.66255 -3.36474 0.263
H -5.79299 0.41507 -2.34492 0.242
H -5.03311 -0.46294 -3.69754 0.223
H -4.68687 -1.50659 -1.64661 0.279
```

Summary:
- net charge = +1
- calculated total energy (Eh) = -2787.2451


2.
Molecular formula: C10H22F5MgO10P2S3
Method: DFT, wB97M-V/def2-TZVPD

```
53
Properties=species:S:1:pos:R:3:mulliken_charge:R:1
C 4.27254 -2.81964 -0.54089 -0.643
C 3.90651 -1.54229 -1.29824 -0.487
O 2.70948 -0.92823 -0.88390 -0.362
C 2.53218 -0.83345 0.46477 -0.017
C 1.46117 0.20552 0.89226 -0.704
O 0.43076 0.00666 0.02498 -0.074
P -1.14220 0.70101 0.34320 -0.222
O -0.45750 1.71225 1.52606 -0.799
C -0.85636 2.06958 -0.99148 -1.527
O 0.44818 2.00174 -1.53772 -0.152
C 1.13697 3.22382 -1.44649 -0.235
C 2.46305 3.11394 -2.19370 -1.313
P -1.38771 -0.92246 1.98970 0.858
O -0.81542 -0.28400 3.35526 -0.498
O -0.33138 -2.11483 1.76430 -0.638
S -3.15464 -1.55478 2.38273 -0.194
S -3.19522 1.60520 0.77289 1.379
C -3.40870 2.01346 2.51813 -1.088
O -4.28496 0.72522 0.43919 -0.562
O -3.28474 2.85710 0.06158 -0.678
S -1.89787 -0.60600 -1.37748 1.436
O -3.02219 -0.06669 -2.08242 -0.571
O -0.74063 -0.57957 -2.24041 -0.712
C -2.18196 -2.44969 -1.23702 0.346
F -1.12566 -3.13728 -0.73847 -0.257
F -2.17347 -2.77252 -2.55730 -0.270
C -3.54214 -3.05428 -0.70284 0.574
F -4.45225 -2.12464 -0.45605 -0.175
F -3.26989 -3.79883 0.38646 -0.219
F -4.04380 -3.90391 -1.61747 -0.265
H 4.96151 -3.46441 -1.05884 0.509
H 4.73922 -2.59752 0.44779 0.041
H 3.34362 -3.37819 -0.37619 0.337
H 4.74287 -0.84877 -1.22467 0.355
H 3.83768 -1.80560 -2.34151 0.442
H 2.17625 -1.80406 0.94688 -0.063
H 3.49284 -0.45079 0.91349 0.873
H 1.95489 1.16633 0.80306 0.340
H 1.28261 -0.03460 1.94376 0.096
H -0.86377 2.57779 1.58712 0.407
H -0.92342 3.04675 -0.53990 0.897
H -1.57148 2.04746 -1.80670 0.510
H 1.32972 3.48778 -0.40642 0.298
H 0.56496 4.02931 -1.89652 0.470
H 2.62349 2.10038 -2.53255 0.253
H 3.27323 3.44827 -1.55849 0.323
H 2.46374 3.77605 -3.04648 0.376
H -1.56704 -0.03681 3.89885 0.430
H 0.22090 -1.97899 0.99135 0.321
H -2.48887 2.24778 3.03534 0.289
H -3.99198 1.25073 3.00371 0.304
H -4.01181 2.91080 2.49148 0.494
Mg 3.81868 -2.43211 1.70583 0.768
```

Summary:
- net charge = +1
- calculated total energy (Eh) = -3722.7997


3.
Molecular formula: C10H22FInNO4
Method: DFT, wB97M-V/def2-TZVPD

```
39
Properties=species:S:1:pos:R:3:mulliken_charge:R:1
C 1.51966 -0.66869 0.29362 -0.941
C 0.51659 -0.72592 -0.86906 -0.434
C 0.25078 0.61341 -1.53974 -0.692
C -0.23676 1.71642 -0.59602 -0.386
N -1.01113 2.75110 -1.29038 -0.642
In -2.81740 3.35584 -0.28610 0.656
C -4.58986 2.52296 -1.35286 -1.259
C -4.88600 1.01984 -1.25228 0.471
C -3.73689 0.16816 -0.73859 -1.146
O -6.05931 0.75663 -0.45193 -0.605
H 2.14853 -1.55691 0.30797 0.177
H 2.19096 0.18813 0.19506 0.308
H 1.02180 -0.56713 1.25606 0.330
H 0.87442 -1.44851 -1.60706 0.376
H -0.44131 -1.10679 -0.50222 0.227
H -0.53482 0.50301 -2.29226 0.275
H 1.15223 0.94388 -2.06948 0.284
H -0.83974 1.23532 0.18599 0.154
H 0.62548 2.15063 -0.07488 0.322
H -0.44081 3.58635 -1.35361 0.195
H -2.73495 2.70774 1.38243 -0.385
H -2.90132 5.14178 -0.28702 -0.396
H -4.56480 2.79242 -2.41157 0.315
H -5.45080 3.05409 -0.93902 0.414
H -5.14123 0.63439 -2.24411 0.234
H -2.90388 0.21096 -1.44389 0.141
H -3.38092 0.52822 0.22869 0.280
H -4.05180 -0.87372 -0.63997 0.404
H -5.80723 0.89879 0.46028 0.320
C 5.02089 -3.58927 1.18246 -0.404
C 6.08268 -3.39886 2.24891 0.293
O 5.67978 -2.20530 2.88052 -0.315
C 4.33490 -2.03178 2.67562 0.645
O 3.66665 -1.24263 3.24178 -0.462
O 3.89753 -2.91650 1.74772 -0.278
F 7.32246 -3.23436 1.72206 -0.288
H 5.32189 -3.08922 0.26055 0.277
H 4.76999 -4.62637 0.98166 0.269
H 6.13375 -4.19810 2.99064 0.266
```

Summary:
- net charge = -1
- energy above the lowest of the compared OMol25 structures with the same formula, charge and spin (kJ/mol) = 181.8
- calculated total energy (Eh) = -1039.9067


4.
Molecular formula: C10H22IO4P2Ru
Method: DFT, wB97M-V/def2-TZVPD

```
40
Properties=species:S:1:pos:R:3:mulliken_spin:R:1
C 0.04139 0.03325 -6.55846 0.074
C 0.04799 0.78391 -5.24629 -0.089
H 0.04486 0.75108 -7.39239 0.001
H -0.85201 -0.59868 -6.63235 0.000
H 0.92675 -0.60978 -6.63419 -0.001
O 0.06023 1.98610 -5.11423 0.559
I 0.03422 -0.47922 -3.46274 0.455
Ru 0.02431 0.09191 1.47260 2.288
P 2.18200 -0.09322 0.79650 0.016
C 3.08400 1.22097 1.69159 0.038
C 2.86873 -1.60648 1.55107 0.025
H 3.96007 -1.62546 1.43244 0.008
H 3.88926 -0.18803 -0.93465 0.004
H 2.41133 -2.47036 1.05148 0.003
H 2.27761 -0.75930 -1.52012 0.005
H 2.77778 1.18926 2.74593 0.000
H 2.59298 -1.62574 2.61482 -0.005
C 2.80049 -0.00798 -0.90797 -0.010
H 4.16390 1.04924 1.60712 0.009
H 2.58211 0.98531 -1.32770 0.000
H 2.81349 2.19630 1.26696 -0.005
P -2.12425 -0.07166 0.80625 0.091
C -2.96510 1.27140 1.71827 0.038
C -2.72270 0.05064 -0.90332 -0.001
H -2.44225 -2.45304 1.06838 0.003
H -3.99441 -1.56776 1.25331 0.013
H -2.79227 -1.56512 2.58472 0.001
C -2.92281 -1.56299 1.49381 0.027
H -2.21628 -0.70474 -1.52511 0.005
H -3.81490 -0.10698 -0.95095 0.007
H -4.05158 1.14210 1.65235 0.014
H -2.66918 2.23561 1.28782 -0.006
H -2.48176 1.04200 -1.31445 -0.001
H -2.64994 1.23298 2.76867 0.000
C 0.08319 1.91311 1.87143 -0.033
O 0.11307 3.02479 2.24889 0.126
O -1.06034 -0.05155 4.01064 0.119
C -0.28570 -1.02029 3.90311 0.008
O 0.31350 -1.33274 2.78572 0.211
H -0.04774 -1.69884 4.74100 0.003
```

Summary:
- net charge = +3
- spin multiplicity = 5
- calculated total energy (Eh) = -1769.2837
- <S²> = 6.04


5.
Molecular formula: C10H22IO4P2Yb
Method: DFT, wB97M-V/def2-TZVPD

```
40
Properties=species:S:1:pos:R:3:mulliken_spin:R:1
C 0.07234 -0.74374 -3.11969 0.000
C 0.06677 0.57693 -2.64328 0.000
H 0.08096 -0.72735 -4.22006 0.000
H -0.85807 -1.27814 -2.81249 0.000
H 0.99256 -1.28450 -2.78863 0.000
O 0.07882 1.73738 -2.50536 0.000
I 0.38194 -2.55361 3.57568 -0.002
Yb -0.09930 -0.78995 1.26259 1.009
P 2.48050 -0.27077 0.00231 -0.002
C 3.51670 1.12493 0.57241 0.000
C 3.27390 -1.53036 1.10807 0.000
H 4.32957 -1.67920 0.81622 0.000
H 4.46701 -0.63043 -1.27969 0.000
H 2.72044 -2.48021 1.03170 0.000
H 3.12855 -1.60073 -1.95423 0.000
H 3.24086 1.40001 1.59650 0.000
H 3.21420 -1.22046 2.16595 0.000
C 3.39956 -0.62615 -1.53419 0.000
H 4.57086 0.81886 0.54524 0.000
H 3.22141 0.13352 -2.30272 0.000
H 3.37073 1.99935 -0.06817 0.000
P -2.36527 -0.03396 -0.20443 -0.003
C -3.44501 1.32600 0.37568 0.000
C -3.38463 -0.60792 -1.61538 -0.001
H -2.47624 -2.18054 1.12253 0.000
H -4.04097 -1.33924 0.83877 0.000
H -2.92849 -0.72002 2.10028 0.000
C -2.98262 -1.19703 1.10469 0.000
H -3.20954 -1.64893 -1.92210 0.000
H -4.40301 -0.51934 -1.21336 0.000
H -4.49063 1.08330 0.14488 0.000
H -3.11974 2.21399 -0.17867 0.000
H -3.28865 0.01485 -2.51474 0.000
H -3.36236 1.52572 1.45327 0.000
C 0.38736 1.68281 0.26665 -0.001
O 0.30173 2.83481 0.19172 0.000
O -1.97177 1.81915 3.30333 0.000
C -0.73245 1.83239 3.18138 0.000
O -0.09903 1.02755 2.36100 -0.001
H -0.03896 2.51102 3.75633 0.000
```

Summary:
- net charge = +2
- energy above the lowest of the compared OMol25 structures with the same formula, charge and spin (kJ/mol) = 0.7
- spin multiplicity = 2
- calculated total energy (Eh) = -2833.6779
- <S²> = 0.75


Number 5 is which compound? C10H22IO4P2Yb


Which of these has the highest net charge? C10H22IO4P2Ru


Which of these has the highest calculated total energy? C10H22FInNO4


Copy entry 2 word for word.
Molecular formula: C10H22F5MgO10P2S3
Method: DFT, wB97M-V/def2-TZVPD

```
53
Properties=species:S:1:pos:R:3:mulliken_charge:R:1
C 4.27254 -2.81964 -0.54089 -0.643
C 3.90651 -1.54229 -1.29824 -0.487
O 2.70948 -0.92823 -0.88390 -0.362
C 2.53218 -0.83345 0.46477 -0.017
C 1.46117 0.20552 0.89226 -0.704
O 0.43076 0.00666 0.02498 -0.074
P -1.14220 0.70101 0.34320 -0.222
O -0.45750 1.71225 1.52606 -0.799
C -0.85636 2.06958 -0.99148 -1.527
O 0.44818 2.00174 -1.53772 -0.152
C 1.13697 3.22382 -1.44649 -0.235
C 2.46305 3.11394 -2.19370 -1.313
P -1.38771 -0.92246 1.98970 0.858
O -0.81542 -0.28400 3.35526 -0.498
O -0.33138 -2.11483 1.76430 -0.638
S -3.15464 -1.55478 2.38273 -0.194
S -3.19522 1.60520 0.77289 1.379
C -3.40870 2.01346 2.51813 -1.088
O -4.28496 0.72522 0.43919 -0.562
O -3.28474 2.85710 0.06158 -0.678
S -1.89787 -0.60600 -1.37748 1.436
O -3.02219 -0.06669 -2.08242 -0.571
O -0.74063 -0.57957 -2.24041 -0.712
C -2.18196 -2.44969 -1.23702 0.346
F -1.12566 -3.13728 -0.73847 -0.257
F -2.17347 -2.77252 -2.55730 -0.270
C -3.54214 -3.05428 -0.70284 0.574
F -4.45225 -2.12464 -0.45605 -0.175
F -3.26989 -3.79883 0.38646 -0.219
F -4.04380 -3.90391 -1.61747 -0.265
H 4.96151 -3.46441 -1.05884 0.509
H 4.73922 -2.59752 0.44779 0.041
H 3.34362 -3.37819 -0.37619 0.337
H 4.74287 -0.84877 -1.22467 0.355
H 3.83768 -1.80560 -2.34151 0.442
H 2.17625 -1.80406 0.94688 -0.063
H 3.49284 -0.45079 0.91349 0.873
H 1.95489 1.16633 0.80306 0.340
H 1.28261 -0.03460 1.94376 0.096
H -0.86377 2.57779 1.58712 0.407
H -0.92342 3.04675 -0.53990 0.897
H -1.57148 2.04746 -1.80670 0.510
H 1.32972 3.48778 -0.40642 0.298
H 0.56496 4.02931 -1.89652 0.470
H 2.62349 2.10038 -2.53255 0.253
H 3.27323 3.44827 -1.55849 0.323
H 2.46374 3.77605 -3.04648 0.376
H -1.56704 -0.03681 3.89885 0.430
H 0.22090 -1.97899 0.99135 0.321
H -2.48887 2.24778 3.03534 0.289
H -3.99198 1.25073 3.00371 0.304
H -4.01181 2.91080 2.49148 0.494
Mg 3.81868 -2.43211 1.70583 0.768
```

Summary:
- net charge = +1
- calculated total energy (Eh) = -3722.7997